Record 1
This record from the Open Molecules 2025 dataset describes a 3-piece molecular cluster, C5H14NO4 overall in a non-equilibrium geometry. The level of theory is ωB97M-V/def2-TZVPD.

The geometry in XYZ format:
```
24
Properties=species:S:1:pos:R:3:forces:R:3
O -1.88776 -1.17858 3.12789 -0.1 -0.1 0.0
C -1.28513 -0.90724 2.09662 0.4 -0.2 0.0
N -1.36868 0.31181 1.52568 -0.4 0.4 0.0
C -0.84471 0.77339 0.23810 0.9 0.6 0.8
C 0.69171 0.67124 0.22144 -0.8 -0.7 -0.7
C 1.29977 1.07928 -1.11914 -0.3 -0.2 -0.6
O 0.86230 0.19639 -2.14230 -0.2 0.1 0.5
C -1.32622 2.21376 -0.00779 -0.7 -0.7 -0.6
H -0.61021 -1.61109 1.57547 -0.2 0.0 0.1
H -2.04846 0.90718 1.96838 0.0 0.1 0.1
H -1.17428 0.12014 -0.53891 -0.4 -0.3 -0.6
H 0.85334 -0.40924 0.21193 0.5 0.0 0.6
H 1.12808 1.12132 1.11155 0.1 0.2 0.0
H 1.00101 2.07097 -1.49105 0.2 0.1 0.5
H 2.38819 1.04116 -1.02376 0.1 0.1 0.0
H -0.47735 2.89044 -0.03183 -0.2 0.3 0.1
H -1.84570 2.23794 -0.97382 0.4 0.2 0.0
H -2.10142 2.52368 0.70023 0.4 0.1 0.2
H 2.51421 -2.55221 -1.86503 -0.1 0.0 0.0
H 1.16046 -0.73172 -1.84320 0.5 0.1 -0.5
O 1.99413 -1.95260 -1.32833 -0.2 0.1 0.4
H -0.28660 -3.28031 -0.41179 0.0 0.0 0.1
H 1.05831 -2.55391 -0.28768 0.0 -0.3 -0.1
O 0.30501 -2.98180 0.28736 0.1 0.1 -0.3
```
Positions in Å, forces in eV/Å.

## Properties
Total charge   -1
Energy relative to the best compared isomer or geometry (same formula, charge and spin)   33.0 kcal per mole
HOMO-LUMO gap   0.305 hartree
LUMO level   3.482 eV
Multiplicity   1

The net atomic charges from Löwdin, expressed in e, are:
1. O -0.039
2. C -0.353
3. N 0.050
4. C -0.355
5. C -0.147
6. C -0.295
7. O -0.146
8. C -0.043
9. H 0.104
10. H 0.115
11. H 0.127
12. H 0.085
13. H 0.119
14. H 0.098
15. H 0.104
16. H 0.067
17. H 0.079
18. H 0.064
19. H -0.063
20. H 0.010
21. O -0.384
22. H 0.011
23. H -0.033
24. O -0.173



Record 2
This record from the Open Molecules 2025 dataset describes C5H14NORb as an isolated structure in a non-equilibrium geometry. The level of theory is ωB97M-V/def2-TZVPD.

The geometry in XYZ format:
```
22
Properties=species:S:1:pos:R:3:forces:R:3
Rb -1.96238 -1.04021 3.39820 -1.3 -2.2 2.2
C -1.49998 -0.22946 -0.64149 1.6 1.6 -0.3
N -0.32987 0.44021 0.17110 0.8 0.5 -0.3
C 0.37993 1.57773 -0.72080 -1.8 -0.7 1.0
C -0.83698 1.01383 1.52378 1.4 -0.3 -1.1
C 0.82500 -0.58768 0.44055 -0.1 -0.5 -0.2
C 1.67218 -1.12562 -0.77336 -1.1 -0.3 0.4
O 0.72856 -1.60205 -1.67814 -1.2 -0.1 -1.1
H -2.33998 0.45597 -0.75406 -0.1 0.0 0.8
H -1.73998 -1.20547 -0.21969 0.1 0.2 -0.3
H -1.06721 -0.21733 -1.64182 -0.3 -1.1 0.1
H -0.37619 2.27896 -1.07387 -0.2 -0.1 0.2
H 0.76660 1.05704 -1.59686 0.4 0.2 0.4
H 1.05385 2.11226 -0.05132 0.3 -0.3 -0.4
H 0.02730 1.31533 2.11558 0.2 0.5 -0.4
H -1.25897 0.24729 2.17372 0.5 1.7 -2.5
H -1.48285 1.86727 1.31745 -0.1 -0.3 0.1
H 0.27865 -1.43157 0.86181 0.1 -0.3 -0.1
H 1.48652 -0.23202 1.23049 -0.1 0.5 -0.2
H 2.18526 -2.04827 -0.50213 0.8 0.6 1.1
H 2.32455 -0.43239 -1.30434 0.3 0.3 0.7
H 1.16598 -2.21383 -2.27479 -0.1 -0.1 -0.3
```
Positions in Å, forces in eV/Å.

## Properties
Total charge   +2
Energy relative to the best compared isomer or geometry (same formula, charge and spin)   50.4 kcal per mole
HOMO-LUMO gap   0.378 hartree
LUMO level   -7.064 eV
Multiplicity   1

The net atomic charges from Löwdin, expressed in e, are:
1. Rb 1.144
2. C 0.052
3. N -0.282
4. C 0.084
5. C -0.048
6. C -0.064
7. C -0.201
8. O -0.072
9. H 0.113
10. H 0.108
11. H 0.096
12. H 0.112
13. H 0.099
14. H 0.117
15. H 0.111
16. H -0.142
17. H 0.127
18. H 0.116
19. H 0.136
20. H 0.142
21. H 0.131
22. H 0.121